Molecular formula: C2H6O2PS2
Method: DFT, the ωB97M-V functional and the def2-TZVPD basis

CARTESIAN COORDINATES (ANGSTROEM)
1 C 1.323 -0.106 -0.900
2 C 1.402 0.333 0.548
3 O -0.084 -0.079 -1.250
4 O 0.169 0.091 1.140
5 P -1.004 -0.174 0.078
6 S -1.571 -2.222 -0.072
7 S -2.446 1.978 0.066
8 H 1.808 0.650 -1.526
9 H 1.700 -1.141 -0.983
10 H 2.094 -0.471 0.895
11 H 1.793 1.354 0.709
12 H -2.911 -2.269 -0.132
13 H -2.272 2.054 1.428

Energy (a.u.): -1367.7196
Relative energy (zero: lowest compared OMol25 entry of this formula, charge and spin) (eV): 0.620
Gap between HOMO and LUMO (eV): 7.76
Total charge: +1
HOMO energy (eV): -14.70
2S+1: 1

***

Molecular formula: C5H7NO
Method: DFT, the ωB97M-V functional and the def2-TZVPD basis

CARTESIAN COORDINATES (ANGSTROEM)
1 O 0.811 1.168 -1.669
2 C -0.150 0.884 -0.686
3 C -0.855 -0.440 -0.682
4 C -0.318 -1.332 0.372
5 C 0.935 -0.720 0.935
6 C 0.128 0.587 0.807
7 N -1.193 -0.219 0.784
8 H 0.573 2.014 -2.072
9 H -0.925 1.662 -0.669
10 H -1.510 -0.823 -1.459
11 H -0.705 -2.343 0.473
12 H 1.858 -0.815 0.357
13 H 1.095 -1.018 1.977
14 H 0.257 1.394 1.532

Energy (a.u.): -324.6097
Relative energy (zero: lowest compared OMol25 entry of this formula, charge and spin) (eV): 3.124
Gap between HOMO and LUMO (eV): 10.41
Total charge: 0
HOMO energy (eV): -9.63
2S+1: 1

***

Molecular formula: C20H44CeNOP3S
Method: DFT, the ωB97M-V functional and the def2-TZVPD basis

CARTESIAN COORDINATES (ANGSTROEM)
1 Ce 0.679 0.375 0.322
2 P -1.287 0.464 2.483
3 P 1.007 -2.547 1.051
4 P -1.854 -0.835 -0.429
5 H 1.764 2.176 -1.397
6 C 0.655 2.233 -1.347
7 C 0.000 2.732 -0.229
8 H 0.552 3.249 0.571
9 C -0.653 1.311 3.989
10 C -1.924 -1.049 3.320
11 C -2.817 1.446 2.268
12 C 2.110 -3.231 -0.252
13 C 2.057 -2.908 2.508
14 C -0.226 -3.890 1.257
15 C -2.836 0.458 -1.284
16 C -3.228 -1.851 0.219
17 C -1.272 -1.940 -1.766
18 H 0.120 2.085 -2.289
19 H -1.090 2.812 -0.206
20 H -0.013 2.156 3.707
21 H -0.063 0.625 4.606
22 H -1.520 1.669 4.562
23 H -1.079 -1.624 3.720
24 H -2.471 -1.700 2.629
25 H -2.585 -0.742 4.144
26 H -2.549 2.420 1.845
27 H -3.273 1.586 3.257
28 H -3.526 0.968 1.587
29 H 2.328 -4.281 -0.017
30 H 3.043 -2.652 -0.269
31 H 1.624 -3.146 -1.233
32 H 2.306 -3.981 2.516
33 H 1.516 -2.658 3.432
34 H 2.984 -2.319 2.467
35 H 0.304 -4.823 1.505
36 H -0.819 -4.039 0.344
37 H -0.902 -3.636 2.088
38 H -3.439 -0.041 -2.052
39 H -2.197 1.202 -1.779
40 H -3.506 0.950 -0.565
41 H -3.856 -2.147 -0.636
42 H -3.840 -1.263 0.918
43 H -2.840 -2.759 0.704
44 H -2.098 -2.064 -2.474
45 H -0.992 -2.926 -1.376
46 H -0.427 -1.497 -2.311
47 C -0.693 1.110 -5.694
48 C -0.304 0.301 -6.784
49 C -0.237 0.844 -8.067
50 C -0.582 2.181 -8.296
51 C -0.975 2.984 -7.218
52 C -1.024 2.454 -5.924
53 S -0.818 0.468 -4.083
54 H 0.432 0.792 -3.562
55 H -0.044 -0.742 -6.567
56 H 0.095 0.216 -8.901
57 H -0.556 2.588 -9.307
58 H -1.238 4.029 -7.372
59 H -1.295 3.064 -5.062
60 C 4.175 2.313 3.180
61 N 3.497 1.179 3.812
62 C 3.889 0.835 5.182
63 C 2.555 0.512 3.173
64 O 2.200 0.770 1.964
65 H 5.243 2.111 3.068
66 H 4.069 3.214 3.791
67 H 3.737 2.486 2.200
68 H 3.046 0.944 5.879
69 H 4.205 -0.214 5.246
70 H 4.712 1.483 5.505
71 H 2.043 -0.291 3.732

Energy (a.u.): -2814.8729
<S²>: 0.7513
Gap between HOMO and LUMO (alpha / beta) (eV): 4.54 / 4.57
Total charge: +3
HOMO energy (alpha / beta) (eV): -15.29 / -15.29
2S+1: 2

***

Molecular formula: C49H94F21N5O21S7
Method: DFT, the ωB97M-V functional and the def2-TZVPD basis

CARTESIAN COORDINATES (ANGSTROEM)
1 C -0.245 -4.338 -1.835
2 C -1.569 -3.931 -2.437
3 C -1.168 -2.964 -3.612
4 N -2.384 -2.456 -4.407
5 C -3.131 -3.635 -4.989
6 C -3.290 -1.579 -3.514
7 C -3.930 -0.595 -4.554
8 C -3.178 -0.643 -5.905
9 C -1.903 -1.421 -5.505
10 H -0.477 -4.915 -0.941
11 H 0.334 -3.465 -1.532
12 H 0.297 -4.738 -2.692
13 H -2.055 -3.359 -1.647
14 H -2.289 -4.714 -2.675
15 H -0.433 -3.451 -4.254
16 H -0.728 -2.032 -3.256
17 H -3.942 -3.247 -5.605
18 H -3.537 -4.250 -4.186
19 H -2.425 -4.180 -5.615
20 H -4.051 -2.307 -3.233
21 H -2.724 -1.067 -2.737
22 H -4.994 -0.729 -4.749
23 H -3.819 0.381 -4.081
24 H -3.600 -1.195 -6.744
25 H -2.895 0.359 -6.225
26 H -1.375 -1.881 -6.340
27 H -1.282 -0.735 -4.930
28 C -5.136 2.123 -1.470
29 C -4.642 1.380 -0.160
30 C -4.495 2.256 1.080
31 N -4.263 1.397 2.365
32 C -5.288 0.180 2.576
33 C -4.402 2.335 3.591
34 C -3.071 2.193 4.343
35 C -2.409 0.903 3.993
36 C -2.756 0.880 2.507
37 H -4.386 2.898 -1.630
38 H -6.145 2.533 -1.513
39 H -5.255 1.465 -2.331
40 H -3.651 0.995 -0.401
41 H -5.395 0.612 0.013
42 H -5.423 2.817 1.192
43 H -3.630 2.920 1.097
44 H -5.419 -0.083 3.626
45 H -5.104 -0.697 1.956
46 H -6.188 0.496 2.047
47 H -5.249 2.005 4.192
48 H -4.625 3.377 3.360
49 H -3.063 2.206 5.433
50 H -2.514 3.106 4.134
51 H -2.931 0.068 4.461
52 H -1.351 0.951 4.250
53 H -2.825 -0.156 2.174
54 H -2.194 1.535 1.842
55 C 0.481 3.318 5.368
56 C 1.206 3.635 4.025
57 C 0.942 5.024 3.503
58 N 1.242 5.282 2.013
59 C 2.825 5.465 1.877
60 C 0.568 6.557 1.391
61 C 0.551 6.415 -0.098
62 C 0.394 4.909 -0.324
63 C 0.733 4.211 1.015
64 H 0.717 4.114 6.074
65 H 0.801 2.364 5.787
66 H -0.603 3.212 5.420
67 H 1.000 2.799 3.357
68 H 2.284 3.566 4.174
69 H 1.451 5.847 4.006
70 H -0.135 5.186 3.551
71 H 3.054 5.760 0.852
72 H 3.236 4.498 2.164
73 H 3.104 6.279 2.546
74 H 1.027 7.420 1.874
75 H -0.478 6.539 1.698
76 H 1.531 6.654 -0.512
77 H -0.167 6.979 -0.693
78 H 1.034 4.485 -1.098
79 H -0.643 4.728 -0.606
80 H 1.433 3.377 0.967
81 H -0.190 3.788 1.412
82 C 3.287 2.817 -4.277
83 C 4.073 1.810 -3.373
84 C 3.296 0.571 -2.934
85 N 4.108 -0.672 -2.414
86 C 2.984 -1.624 -1.877
87 C 3.608 -2.711 -0.936
88 C 4.453 -2.128 0.105
89 C 5.562 -1.315 -0.440
90 C 5.060 -0.216 -1.261
91 C 4.874 -1.334 -3.527
92 H 2.303 3.035 -3.862
93 H 3.073 2.440 -5.277
94 H 3.830 3.759 -4.350
95 H 4.348 2.293 -2.435
96 H 4.954 1.478 -3.921
97 H 2.731 0.151 -3.766
98 H 2.653 0.911 -2.122
99 H 2.249 -0.961 -1.420
100 H 2.476 -2.143 -2.689
101 H 2.937 -3.362 -0.377
102 H 4.186 -3.441 -1.503
103 H 3.957 -1.588 0.912
104 H 4.887 -2.910 0.729
105 H 6.071 -0.858 0.408
106 H 6.380 -1.800 -0.973
107 H 4.510 0.533 -0.690
108 H 5.868 0.288 -1.790
109 H 4.129 -1.433 -4.316
110 H 5.257 -2.237 -3.052
111 H 5.687 -0.760 -3.973
112 C 1.735 -0.566 6.621
113 C 1.113 -1.114 5.329
114 C 1.203 -2.685 5.337
115 N 0.905 -3.360 3.943
116 C -0.512 -2.908 3.446
117 C -0.924 -3.763 2.252
118 C -0.989 -5.255 2.554
119 C 0.354 -5.789 3.030
120 C 0.926 -4.872 4.268
121 C 2.032 -2.946 2.898
122 H 1.651 0.518 6.699
123 H 2.793 -0.778 6.776
124 H 1.172 -0.932 7.479
125 H 1.564 -0.749 4.406
126 H 0.066 -0.833 5.210
127 H 0.484 -3.015 6.087
128 H 2.239 -2.920 5.581
129 H -1.244 -3.059 4.240
130 H -0.439 -1.854 3.178
131 H -1.859 -3.396 1.828
132 H -0.247 -3.579 1.418
133 H -1.650 -5.344 3.416
134 H -1.479 -5.706 1.691
135 H 0.106 -6.782 3.407
136 H 1.137 -5.836 2.274
137 H 0.355 -5.111 5.165
138 H 1.979 -5.102 4.434
139 H 1.863 -3.445 1.944
140 H 3.021 -3.209 3.275
141 H 1.934 -1.896 2.623
142 C -1.527 4.262 -4.041
143 F -1.534 3.556 -2.872
144 F -1.676 5.612 -4.029
145 F -0.359 3.949 -4.656
146 S -3.116 3.819 -5.114
147 O -2.704 3.862 -6.523
148 O -3.417 2.456 -4.627
149 O -4.150 4.810 -4.786
150 C -3.705 6.328 -0.283
151 F -4.522 7.277 -0.757
152 F -4.250 5.166 -0.509
153 F -2.570 6.284 -0.998
154 S -3.404 6.505 1.545
155 O -4.794 6.504 2.133
156 O -2.641 5.313 1.884
157 O -2.737 7.839 1.706
158 C 3.113 -7.329 -0.066
159 F 2.181 -7.897 0.645
160 F 3.815 -8.207 -0.726
161 F 2.626 -6.384 -0.967
162 S 4.242 -6.416 1.113
163 O 5.220 -5.692 0.296
164 O 3.360 -5.471 1.860
165 O 4.764 -7.519 1.907
166 C -5.023 -2.921 0.067
167 F -4.745 -3.106 1.384
168 F -6.184 -2.348 -0.109
169 F -4.038 -2.105 -0.503
170 S -4.944 -4.644 -0.760
171 O -5.211 -4.361 -2.226
172 O -3.567 -5.123 -0.456
173 O -5.986 -5.467 -0.101
174 C -0.615 0.395 -0.639
175 F -1.717 -0.331 -0.380
176 F -0.039 0.094 -1.836
177 F -0.928 1.716 -0.656
178 S 0.725 -0.002 0.681
179 O 1.867 0.772 0.338
180 O 0.178 0.414 1.981
181 O 0.903 -1.448 0.567
182 C 1.411 0.343 -7.520
183 F 0.275 0.284 -8.223
184 F 2.424 0.684 -8.358
185 F 1.302 1.294 -6.643
186 S 1.828 -1.352 -6.677
187 O 3.290 -1.383 -6.667
188 O 1.230 -1.318 -5.351
189 O 1.306 -2.434 -7.609
190 C 4.858 0.685 3.310
191 F 4.293 1.670 4.037
192 F 4.290 -0.527 3.508
193 F 4.800 0.901 2.016
194 S 6.706 0.683 3.710
195 O 7.137 2.112 3.651
196 O 6.793 0.045 5.025
197 O 7.288 -0.182 2.629

Energy (a.u.): -8661.8356
Gap between HOMO and LUMO (eV): 7.54
Total charge: -2
HOMO energy (eV): -5.32
2S+1: 1

***

Molecular formula: C5H12O
Method: DFT, the ωB97M-V functional and the def2-TZVPD basis

CARTESIAN COORDINATES (ANGSTROEM)
1 C -1.053 1.285 -0.253
2 C -0.359 -0.069 -0.170
3 C -0.977 -1.148 -1.047
4 C -0.215 -0.516 1.284
5 C 2.318 0.064 -0.457
6 O 2.490 0.788 0.636
7 H -1.096 1.640 -1.288
8 H -0.497 2.027 0.336
9 H -2.073 1.239 0.145
10 H -0.969 -0.840 -2.098
11 H -0.394 -2.075 -0.970
12 H -2.009 -1.371 -0.756
13 H -1.197 -0.515 1.775
14 H 0.195 -1.531 1.367
15 H 0.441 0.154 1.852
16 H 2.180 -0.969 -0.057
17 H 0.622 0.127 -0.652
18 H 2.594 1.709 0.353

Energy (a.u.): -272.8245
Relative energy (zero: lowest compared OMol25 entry of this formula, charge and spin) (eV): 3.378
Gap between HOMO and LUMO (eV): 9.38
Total charge: 0
HOMO energy (eV): -8.65
2S+1: 1

***

Molecular formula: C13H11B
Method: DFT, the ωB97M-V functional and the def2-TZVPD basis

CARTESIAN COORDINATES (ANGSTROEM)
1 B 0.245 -0.014 0.847
2 C -2.649 -1.590 -1.362
3 C -1.539 -1.076 -0.966
4 C 3.033 1.554 -2.052
5 C 1.740 1.170 -2.417
6 C 3.381 1.379 -0.711
7 C 0.836 0.728 -1.482
8 C 2.499 0.910 0.188
9 C 1.204 0.554 -0.116
10 C -3.795 -1.810 -0.577
11 C -3.606 -1.277 0.686
12 C -2.334 -0.874 1.126
13 C -1.255 -0.638 0.271
14 C 0.286 -0.163 2.444
15 H 3.849 1.942 -2.673
16 H 1.403 1.466 -3.393
17 H 4.386 1.512 -0.490
18 H -0.051 0.261 -1.826
19 H 2.864 0.887 1.202
20 H -4.634 -2.384 -0.705
21 H -4.385 -1.162 1.377
22 H -2.278 -0.544 2.178
23 H -0.712 -0.276 2.771
24 H 0.869 0.576 3.007
25 H 0.639 -1.132 2.671

Energy (a.u.): -526.6580
SMILES string: CB(c1c#cccc1)c1ccccc1
Relative energy (zero: lowest compared OMol25 entry of this formula, charge and spin) (eV): 0.000
Gap between HOMO and LUMO (eV): 8.72
Total charge: 0
HOMO energy (eV): -8.96
2S+1: 1

***

Molecular formula: C31H32As2ClIN2O4W
Method: DFT, the ωB97M-V functional and the def2-TZVPD basis

CARTESIAN COORDINATES (ANGSTROEM)
1 W -0.014 -0.920 0.225
2 C 1.866 0.550 -3.976
3 C 0.363 0.543 -3.870
4 N -0.344 0.723 -4.982
5 C -1.633 0.781 -4.926
6 C -2.318 0.744 -3.727
7 C -3.803 0.963 -3.641
8 O -4.422 0.021 -2.768
9 C -1.578 0.520 -2.562
10 C -2.137 0.787 -1.219
11 N -1.513 0.530 -0.220
12 C -1.424 1.255 1.011
13 C -2.110 2.281 1.477
14 C -1.753 2.762 2.798
15 C -0.780 2.191 3.505
16 C -0.067 1.147 3.000
17 C -0.388 0.664 1.691
18 I 0.816 -2.661 2.231
19 C -0.272 0.323 -2.634
20 O 0.513 -0.024 -1.527
21 H 2.226 -0.383 -4.418
22 H 2.346 0.677 -3.006
23 H 2.165 1.355 -4.644
24 H -2.142 0.906 -5.874
25 H -4.235 0.946 -4.643
26 H -3.999 1.958 -3.233
27 H -4.870 -0.654 -3.282
28 H -3.097 1.286 -1.111
29 H -2.909 2.737 0.907
30 H -2.289 3.594 3.235
31 H -0.565 2.563 4.495
32 H 0.710 0.692 3.610
33 C 3.399 -0.128 2.268
34 As 2.389 0.127 0.641
35 C 2.358 2.033 0.429
36 C 3.609 -0.463 -0.742
37 C 4.811 0.200 -0.953
38 C 5.663 -0.218 -1.967
39 C 5.320 -1.299 -2.767
40 C 4.128 -1.973 -2.554
41 C 3.273 -1.555 -1.544
42 As 1.642 -2.501 -1.200
43 C 2.239 -4.254 -0.613
44 C 0.873 -2.865 -2.916
45 H 4.322 0.438 2.173
46 H 3.623 -1.183 2.404
47 H 2.834 0.236 3.126
48 H 3.377 2.413 0.368
49 H 1.856 2.479 1.283
50 H 1.823 2.276 -0.486
51 H 5.096 1.043 -0.337
52 H 6.597 0.301 -2.131
53 H 5.985 -1.620 -3.557
54 H 3.875 -2.819 -3.182
55 H 2.816 -4.156 0.313
56 H 2.869 -4.674 -1.392
57 H 1.378 -4.904 -0.443
58 H 1.521 -3.570 -3.440
59 H 0.791 -1.949 -3.491
60 H -0.110 -3.306 -2.775
61 Cl -6.264 -6.573 0.414
62 C -5.050 -5.367 0.343
63 C -4.312 -5.213 -0.830
64 C -3.333 -4.245 -0.886
65 C -3.094 -3.431 0.227
66 C -3.841 -3.595 1.399
67 C -4.821 -4.563 1.458
68 C -2.057 -2.430 0.181
69 O -1.273 -2.271 -0.831
70 O -1.814 -1.612 1.144
71 H -4.515 -5.852 -1.677
72 H -2.752 -4.109 -1.788
73 H -3.643 -2.965 2.257
74 H -5.408 -4.709 2.354

Energy (a.u.): -6906.9583
<S²>: 2.0126
Relative energy (zero: lowest compared OMol25 entry of this formula, charge and spin) (eV): 1.572
Gap between HOMO and LUMO (alpha / beta) (eV): 7.43 / 3.99
Total charge: +2
HOMO energy (alpha / beta) (eV): -13.54 / -13.87
2S+1: 3